# 1
ORCA calculation (ωB97M-V/def2-TZVPD) on a structure of composition C24H52N2O2P2PtS at a distorted geometry.

The value obtained for the energy relative to the best compared isomer or geometry (same formula, charge and spin) is 1.508 eV. The expectation value of S² is 6.047. For the LUMO energy (spin up / spin down), the calculation gives -12.763 / -17.203 eV. Its frontier orbital gap (spin up / spin down) is 4.778 / 3.945 eV.

ORCA input file:
```
! wB97M-V def2-TZVPD RIJCOSX def2/J DEFGRID3
* xyz 4 5
Pt 0.5024 0.1700 -0.9164
S -0.7403 -1.9062 1.3758
P 2.0842 0.8915 0.7052
P -1.2318 -0.2419 -2.4316
O -1.6731 0.5505 1.0312
O 1.4342 -2.7715 -1.0703
N -1.0376 -2.7041 3.9107
N -2.1104 -0.6903 3.5065
C 3.9201 0.7515 -1.4073
C 1.5588 2.3276 1.7421
C -3.5100 0.9355 -3.6809
C -1.3796 -1.7213 3.0712
C 0.7651 -0.6967 -4.3841
C 2.9137 3.0211 -0.8898
C -1.2550 -2.6692 5.3706
C -1.8798 -1.9782 -2.5215
C -0.8569 -0.2715 0.6198
C 1.1063 -1.6578 -0.9789
C -2.3442 -1.6868 5.7243
C 3.4179 1.6883 -0.3234
C 0.3522 2.0512 2.6247
C -2.6348 0.9960 -2.4292
C -0.5397 0.0720 -4.1210
C -2.2546 -0.3974 4.9149
C -2.9150 -2.2301 -1.4292
C -0.4773 1.5723 -4.3831
C 3.9035 -1.3229 1.0358
C 2.3442 -0.8848 2.9035
C -3.5705 1.0090 -1.2199
C -2.4294 -2.4145 -3.8855
C 3.1282 -0.2306 1.7796
C 2.7227 2.9079 2.5375
H 3.2394 -2.0000 0.4936
H -4.1930 1.9154 -1.3022
H 3.1177 0.1414 -1.8289
H 3.5423 3.3438 -1.7294
H -2.9672 0.9533 -4.6292
H 0.3128 1.8173 -5.0861
H 4.6555 -0.9293 0.3616
H -0.4565 -3.4328 3.4948
H -2.6567 -3.4882 -3.8292
H -3.3595 -1.8885 -4.1342
H 1.5010 -1.4586 2.5171
H -4.2213 0.1244 -1.1979
H 3.6057 3.1515 1.9395
H -1.7183 -2.2826 -4.7073
H 1.2780 0.8544 -2.2002
H 2.9058 3.8401 -0.1637
H -3.9151 -1.8971 -1.7428
H 1.0571 -0.5711 -5.4381
H 3.8537 0.4854 2.2017
H 0.3931 1.0615 3.0832
H -0.3026 -2.3846 5.8365
H -2.2735 -1.4611 6.7945
H 2.3908 3.8399 3.0104
H -1.2909 -0.3466 -4.8089
H -4.1522 0.0477 -3.6634
H 0.3019 2.7906 3.4285
H -3.0170 1.0897 -0.2823
H 4.3467 1.3212 -2.2358
H -1.4033 1.9639 -4.7957
H -2.0788 1.9511 -2.4028
H 4.2342 1.8863 0.3830
H -2.9589 -3.3127 -1.2374
H -0.5803 2.1106 2.0591
H -4.1545 1.8259 -3.6627
H 1.6057 -0.3549 -3.7728
H -2.6588 -1.7480 -0.4759
H -3.1479 0.2141 5.0518
H -1.3838 0.1794 5.2583
H 0.6488 -1.7748 -4.2117
H 4.4477 -1.9088 1.7905
H 1.8954 2.9425 -1.2850
H -0.3173 2.1787 -3.4756
H 1.9792 -0.1644 3.6460
H 3.0010 -1.5885 3.4178
H 4.6919 0.0333 -1.1202
H -0.9853 -2.5910 -2.3115
H -2.3473 0.0077 2.8085
H 1.2354 3.0718 1.0023
H 0.7787 1.5869 -2.2264
H 3.0318 2.2343 3.3418
H -1.5005 -3.6915 5.6840
H -3.3242 -2.1578 5.5711
*
```

=====

# 2
ORCA calculation (ωB97M-V/def2-TZVPD) on a cluster of 2 separate species, C10H20N2P in total at a distorted geometry.

The value obtained for the energy relative to the best compared isomer or geometry (same formula, charge and spin) is 3.423 eV. For the LUMO energy (spin up / spin down), the calculation gives -4.876 / -4.872 eV. Its frontier orbital gap (spin up / spin down) is 7.076 / 7.088 eV.

ORCA input file:
```
! wB97M-V def2-TZVPD RIJCOSX def2/J DEFGRID3
* xyz 1 1
P 0.8371 -2.0515 -0.1654
N -2.2606 -0.5611 1.0656
N -0.9736 1.1636 0.1776
C -3.6016 -0.0097 1.3638
C 1.1323 -1.5881 -1.9175
C 2.7950 -0.2937 -0.8153
C 4.1005 0.4704 -0.6274
C -1.3506 -0.0535 0.2776
C -1.6797 2.2032 0.8992
C 0.0907 1.5668 -0.7450
C 2.1881 -1.0164 0.3235
C -2.3232 -2.0015 1.2578
C 2.1693 -0.5167 -1.9540
H -2.5135 -2.0528 2.2666
H 2.4012 -0.0980 -2.9593
H -4.3701 -0.8129 1.1149
H 4.7467 0.7796 -1.5146
H 1.2968 -2.3942 -2.5218
H 3.9042 1.4527 -0.2117
H -2.2512 1.9070 1.7668
H 0.9930 1.0477 -0.4449
H 1.9687 -0.2934 1.1098
H 4.8835 0.1634 -0.0350
H -3.7931 0.2902 2.3493
H -3.7431 0.9146 0.5910
H -0.2812 1.2969 -1.7751
H -0.9366 2.8316 1.2439
H -2.3751 2.9330 0.2900
H -3.0504 -2.4051 0.6393
H 2.9941 -1.6779 0.7497
H 0.1381 2.6623 -0.7403
H -1.3611 -2.4962 1.2758
H 0.2254 -1.3606 -2.3348
*
```

=====

# 3
ORCA calculation (ωB97M-V/def2-TZVPD) on a cluster of 2 separate species, C4H9NO in total at a distorted geometry.

The value obtained for the energy relative to the best compared isomer or geometry (same formula, charge and spin) is 2.620 eV. For the LUMO energy, the calculation gives 0.931 eV. Its frontier orbital gap is 8.875 eV.

ORCA input file:
```
! wB97M-V def2-TZVPD RIJCOSX def2/J DEFGRID3
* xyz 0 1
O 0.1824 -0.2422 -2.7763
N 1.5226 -0.7942 1.0634
C -0.4252 -0.2317 2.3755
C -0.5247 1.2468 -1.0633
C 0.1762 -0.8732 1.3766
C -0.7895 0.4899 -2.1076
H -1.8100 0.2493 -2.4099
H -1.4906 -0.2347 2.5479
H 0.4594 1.4597 -0.6638
H -0.3740 -1.5349 0.7318
H 0.3473 0.1401 -3.6564
H 0.1345 0.3305 3.1042
H 1.8426 -1.3611 0.3063
H -1.3770 1.6691 -0.5436
H 2.1261 -0.3135 1.7153
*
```

=====

# 4
ORCA calculation (ωB97M-V/def2-TZVPD) on a structure of composition C36H21Br5Cl5N4O4SbTi.

The value obtained for the energy relative to the best compared isomer or geometry (same formula, charge and spin) is 0.308 eV. The expectation value of S² is 0.753. For the LUMO energy (spin up / spin down), the calculation gives 2.082 / 2.082 eV. Its frontier orbital gap (spin up / spin down) is 7.206 / 7.467 eV.

ORCA input file:
```
! wB97M-V def2-TZVPD RIJCOSX def2/J DEFGRID3
* xyz -1 2
Sb 0.7880 2.0725 1.7726
Br -4.7519 -3.5911 2.4197
Br -4.1263 -5.5037 -0.2106
Br 7.8987 1.0364 -2.6820
Br -3.1663 -0.6798 2.7321
Br -1.8711 -4.4555 -2.4665
Ti 0.3187 -0.2534 -0.9815
Cl -5.1468 3.9431 1.2593
Cl 0.2718 4.2677 4.2897
Cl -4.7932 5.9179 3.6332
Cl -2.0634 6.0673 5.1283
Cl -2.8472 2.1273 0.3819
O -0.6753 -1.7785 -1.5945
O 3.0071 -1.1170 -3.9358
O 1.5716 -0.0936 -2.5620
O -1.0918 -0.3600 0.4384
N 2.1418 -0.4829 0.1468
N 4.3478 2.9161 -1.8333
N -0.2032 1.7773 -1.3767
N 0.5376 -0.8969 2.6300
C -3.6317 4.0173 2.0866
C -0.5514 2.3205 -2.5540
C 0.2904 0.3426 3.0305
C -3.4667 -3.0624 1.1357
C 2.7144 -0.2468 -3.1327
C 5.1105 0.4686 -2.9252
C -2.2631 4.9704 3.8078
C -2.7781 -1.8516 1.3069
C -1.5801 -2.2691 -0.7438
C -1.3283 3.2177 2.3503
C -0.2867 -0.4084 5.2198
C -1.0389 1.4040 -3.6364
C -0.4930 3.6909 -2.7425
C -3.4819 4.9078 3.1442
C -0.1012 0.6365 4.3314
C 4.7436 0.1035 0.7744
C 6.0419 1.4004 -2.5218
C -0.0795 -1.7051 4.7835
C 3.1072 -1.3662 -0.1578
C 3.7236 0.9717 1.1210
C 0.5870 -3.2930 2.9363
C -0.0418 4.5003 -1.7142
C -1.2217 4.1355 3.3955
C 4.4293 -1.0911 0.1437
C 0.1899 2.5463 -0.3412
C 2.7123 -2.6375 -0.8530
C 3.4446 1.9994 -2.1827
C 5.6313 2.6116 -1.9870
C -2.5642 3.1967 1.7123
C 0.3403 -1.9092 3.4716
C -3.2099 -3.8680 0.0314
C 2.4010 0.6637 0.8102
C 3.7706 0.7654 -2.7362
C -1.8112 -1.4568 0.3921
C 0.3036 3.9240 -0.5054
C -2.2686 -3.4502 -0.9187
H -0.2699 1.6596 4.6403
H -2.1311 1.4006 -3.6522
H -0.6076 -0.2124 6.2360
H 2.4054 2.2619 -2.0332
H 5.3882 -0.4779 -3.3704
H 0.0319 5.5722 -1.8509
H -0.6921 0.3844 -3.4785
H -0.6866 1.7392 -4.6110
H 2.9419 -3.4984 -0.2220
H 3.9437 1.9031 1.6295
H -0.2476 -2.5514 5.4375
H -0.7891 4.1081 -3.6958
H 1.6457 -2.6563 -1.0779
H 1.5443 -3.6817 3.2924
H 5.1992 -1.8003 -0.1323
H -0.1957 -3.9820 3.2569
H 0.6068 -3.2630 1.8476
H 0.6449 4.5368 0.3198
H 5.7764 0.3520 0.9903
H 6.3577 3.3553 -1.6810
H 3.2549 -2.7495 -1.7933
*
```